ORCA calculation (ωB97M-V/def2-TZVPD) on a structure of composition C21H35MgN5O5SSe at a distorted geometry.

The geometry in ORCA input format:
```
! RIJCOSX wB97M-V def2-TZVPD def2/J DEFGRID3
* xyz 2 1
Mg -17.092 8.554 -8.991
O -13.719 10.371 -10.549
C -14.842 9.838 -10.322
O -15.147 9.262 -9.286
C -15.957 9.931 -11.477
C -15.815 10.431 -12.801
C -16.971 10.367 -13.590
C -18.196 9.849 -13.104
C -18.129 9.315 -11.787
N -17.077 9.383 -11.047
C -19.215 8.573 -11.009
O -20.386 8.326 -11.503
O -19.052 8.197 -9.870
H -13.176 10.425 -9.730
H -14.910 10.806 -13.232
H -16.915 10.575 -14.690
H -19.061 9.828 -13.730
H -20.619 8.700 -12.367
C -15.526 8.672 -3.654
C -14.720 8.086 -4.828
N -15.591 7.749 -5.996
C -16.173 6.599 -6.446
S -17.122 6.453 -7.848
N -16.025 5.427 -5.816
C -15.292 5.065 -4.559
C -13.867 4.601 -4.820
H -14.789 9.183 -2.993
H -15.992 7.954 -2.986
H -16.259 9.369 -3.987
H -14.088 7.231 -4.562
H -13.918 8.750 -5.144
H -15.900 8.556 -6.524
H -16.279 4.649 -6.374
H -15.876 4.267 -4.133
H -15.448 5.934 -3.935
H -13.906 3.859 -5.598
H -13.464 4.081 -3.865
H -13.243 5.446 -5.063
C -9.486 9.190 -8.506
N -9.604 10.680 -8.362
C -8.656 11.628 -8.486
C -9.214 12.818 -8.177
N -10.578 12.550 -7.924
C -11.500 13.565 -7.354
C -10.756 11.205 -8.040
Se -12.394 10.365 -7.723
H -10.059 8.719 -7.685
H -8.426 8.931 -8.506
H -10.013 8.879 -9.424
H -7.696 11.322 -8.950
H -8.809 13.799 -8.208
H -10.980 14.475 -6.938
H -11.991 13.133 -6.490
H -12.244 13.913 -8.077
C -16.127 11.111 -6.951
C -17.574 10.818 -6.749
O -18.170 9.888 -7.700
C -19.521 9.447 -7.234
C -19.671 8.354 -6.221
H -15.791 11.948 -6.330
H -15.969 11.366 -8.047
H -15.528 10.204 -6.743
H -18.164 11.767 -6.784
H -17.672 10.474 -5.717
H -20.124 9.243 -8.113
H -19.835 10.373 -6.807
H -19.371 7.357 -6.668
H -20.723 8.275 -6.094
H -19.206 8.522 -5.259
*
```

Values from the calculation:
LUMO level: -6.11 eV
gap between HOMO and LUMO: 6.39 eV
relative energy (zero: lowest compared OMol25 entry of this formula, charge and spin): 7.4 kcal/mol

---

ORCA calculation (ωB97M-V/def2-TZVPD) on an isolated molecule of C19H13F9N2O4.

The geometry in ORCA input format:
```
! RIJCOSX wB97M-V def2-TZVPD def2/J DEFGRID3
* xyz 0 1
O -2.743 -1.009 0.575
C -2.650 0.029 -0.052
N -1.449 0.488 -0.483
N -0.291 -0.200 -0.150
C 0.896 0.409 -0.337
O 0.944 1.543 -0.796
C 2.122 -0.347 0.039
C 3.284 0.422 0.085
C 4.509 -0.140 0.400
O 5.691 0.543 0.467
C 5.682 1.916 0.184
C 7.122 2.404 0.322
F 7.951 1.792 -0.525
F 7.606 2.223 1.552
F 7.199 3.718 0.062
C 4.572 -1.504 0.673
C 3.432 -2.279 0.624
C 2.196 -1.720 0.310
O 1.038 -2.460 0.249
C 1.128 -3.860 0.258
C -0.272 -4.391 -0.056
F -0.764 -3.870 -1.181
F -1.139 -4.140 0.921
F -0.236 -5.722 -0.220
C -3.816 0.878 -0.424
C -3.827 1.710 -1.540
C -4.952 2.459 -1.837
C -6.073 2.391 -1.028
C -6.064 1.552 0.080
C -7.301 1.467 0.931
F -8.272 0.748 0.336
F -7.087 0.903 2.124
F -7.835 2.679 1.170
C -4.948 0.788 0.379
H -1.250 1.413 -0.847
H -0.450 -1.108 0.268
H 3.168 1.469 -0.147
H 5.351 2.124 -0.843
H 5.064 2.481 0.895
H 5.525 -1.941 0.920
H 3.518 -3.331 0.841
H 1.420 -4.253 1.241
H 1.812 -4.232 -0.516
H -2.970 1.759 -2.195
H -4.958 3.099 -2.706
H -6.950 2.979 -1.251
H -4.937 0.122 1.229
*
```

Values from the calculation:
SMILES: O=C(NNC(=O)c1cc(OCC(F)(F)F)ccc1OCC(F)(F)F)c1cccc(C(F)(F)F)c1
LUMO level: -0.09 eV
gap between HOMO and LUMO: 8.90 eV

---

ORCA calculation (ωB97M-V/def2-TZVPD) on a structure of composition C31H53BN7NiOSe.

The geometry in ORCA input format:
```
! RIJCOSX wB97M-V def2-TZVPD def2/J DEFGRID3
* xyz -1 3
Ni 0.369 -0.134 0.158
C 2.291 2.026 1.285
C 2.436 2.946 0.076
C 3.878 2.953 -0.439
C 1.447 2.643 -1.018
C 1.222 3.382 -2.192
C 0.136 2.783 -2.801
C -0.495 3.104 -4.123
C 0.330 2.476 -5.251
C -0.637 4.610 -4.326
N -0.248 1.745 -2.026
N 0.568 1.658 -0.947
B -1.624 1.012 -1.934
N -1.464 -0.513 -2.143
N -0.721 -1.164 -1.215
C -0.722 -2.455 -1.502
C -1.483 -2.658 -2.658
C -1.936 -1.409 -3.042
C -2.838 -1.195 -4.234
C -2.680 0.104 -5.021
C -4.304 -1.431 -3.855
C -0.023 -3.446 -0.620
C 0.517 -4.628 -1.420
C -0.981 -3.930 0.473
N -2.174 1.311 -0.513
N -1.550 0.834 0.599
C -2.144 1.379 1.650
C -3.168 2.242 1.222
C -3.146 2.179 -0.157
C -4.005 2.914 -1.146
C -4.633 4.153 -0.515
C -5.087 2.000 -1.722
C -1.741 1.027 3.051
C -2.561 -0.164 3.550
C -1.882 2.222 3.991
H 2.950 2.360 2.088
H 2.555 0.997 1.026
H 1.267 2.037 1.671
H 2.204 3.968 0.399
H 4.187 1.949 -0.730
H 4.554 3.303 0.345
H 3.991 3.609 -1.304
H 1.772 4.242 -2.538
H -1.490 2.658 -4.138
H 1.322 2.930 -5.289
H -0.156 2.624 -6.219
H 0.466 1.406 -5.088
H 0.341 5.096 -4.330
H -1.233 5.062 -3.532
H -1.117 4.822 -5.284
H -2.371 1.462 -2.743
H -1.673 -3.587 -3.171
H -2.553 -2.005 -4.913
H -3.179 0.938 -4.531
H -3.131 -0.018 -6.009
H -1.631 0.366 -5.157
H -4.646 -0.680 -3.142
H -4.433 -2.410 -3.393
H -4.943 -1.375 -4.740
H 0.813 -2.914 -0.157
H -0.296 -5.192 -1.887
H 1.055 -5.310 -0.759
H 1.201 -4.306 -2.207
H -1.802 -4.502 0.029
H -1.400 -3.089 1.024
H -0.460 -4.567 1.191
H -3.819 2.839 1.836
H -3.363 3.242 -1.969
H -5.314 3.875 0.293
H -5.209 4.705 -1.260
H -3.873 4.818 -0.103
H -5.755 1.660 -0.927
H -4.640 1.122 -2.184
H -5.683 2.523 -2.474
H -0.694 0.723 3.023
H -3.622 0.102 3.603
H -2.224 -0.480 4.538
H -2.450 -1.015 2.878
H -2.927 2.535 4.074
H -1.300 3.076 3.641
H -1.536 1.954 4.990
Se 0.344 -2.773 4.388
C 0.369 -1.839 2.855
N 0.375 -1.226 1.869
C 4.262 -1.011 -1.310
C 2.817 -0.537 -1.467
C 2.195 -1.160 -2.722
O 2.121 -0.828 -0.308
H 4.870 -0.765 -2.187
H 4.276 -2.094 -1.162
H 4.710 -0.548 -0.428
H 2.854 0.552 -1.665
H 2.118 -2.244 -2.599
H 2.801 -0.948 -3.609
H 1.191 -0.766 -2.891
*
```

Values from the calculation:
LUMO level (spin up / spin down): 2.36 / 2.36 eV
gap between HOMO and LUMO (spin up / spin down): 7.01 / 6.99 eV
relative energy (zero: lowest compared OMol25 entry of this formula, charge and spin): 8.2 kcal/mol

---

ORCA calculation (ωB97M-V/def2-TZVPD) on a structure of composition C4H7F2NOS2 at a distorted geometry.

The geometry in ORCA input format:
```
! RIJCOSX wB97M-V def2-TZVPD def2/J DEFGRID3
* xyz 0 1
C -0.505 -0.954 -0.091
C -3.980 -0.464 0.138
C 2.947 -0.987 -0.166
C 3.875 0.195 -0.137
H -0.605 -2.038 -0.029
H -1.842 0.669 -0.077
H -4.762 -1.219 0.205
H 2.088 -0.782 0.484
H 3.460 -1.880 0.200
H 2.597 -1.165 -1.184
H 4.770 0.072 -0.757
N -1.676 -0.324 0.059
O -2.813 -1.112 0.119
F 3.219 1.310 -0.569
F 4.287 0.429 1.143
S 0.920 -0.186 -0.311
S -4.235 1.131 0.070
*
```

Values from the calculation:
LUMO level: -0.30 eV
gap between HOMO and LUMO: 6.88 eV